(1)
{"formula": "C58H41InN9O", "method": "wB97M-V/def2-TZVPD", "charge": 1, "de_lowest_ev": 0.427, "gap_ev": 5.80, "lumo_energy_ev": -3.60, "energy_ev": -81441.6424, "elements": ["In", "C", "C", "C", "C", "C", "C", "C", "C", "C", "C", "C", "N", "C", "C", "C", "C", "C", "C", "C", "C", "C", "C", "C", "C", "C", "N", "C", "C", "C", "C", "C", "C", "C", "C", "C", "C", "C", "C", "N", "C", "C", "N", "C", "C", "C", "C", "C", "C", "H", "H", "H", "H", "H", "H", "H", "H", "H", "H", "H", "H", "H", "H", "H", "H", "H", "H", "H", "H", "H", "H", "H", "H", "H", "H", "H", "H", "N", "C", "C", "C", "C", "C", "C", "C", "C", "N", "C", "H", "H", "H", "H", "H", "H", "H", "H", "O", "C", "N", "C", "C", "N", "C", "C", "N", "H", "H", "H", "H", "H"], "positions_angstrom": [[-0.193, -0.222, 0.162], [-7.810, -0.481, 2.266], [-6.898, -0.537, 3.310], [-5.534, -0.506, 3.048], [-5.074, -0.422, 1.739], [-5.993, -0.366, 0.695], [-7.357, -0.395, 0.956], [-3.605, -0.379, 1.458], [-2.956, -1.584, 1.244], [-3.606, -2.872, 1.289], [-2.670, -3.801, 1.005], [-1.422, -3.097, 0.810], [-1.624, -1.752, 0.941], [-0.192, -3.732, 0.607], [1.044, -3.086, 0.695], [2.326, -3.754, 0.716], [3.261, -2.806, 0.932], [2.579, -1.536, 0.999], [3.210, -0.316, 1.175], [4.700, -0.327, 1.301], [5.497, -0.632, 0.201], [6.881, -0.623, 0.310], [7.481, -0.311, 1.522], [6.692, -0.021, 2.627], [5.308, -0.028, 2.517], [2.557, 0.928, 1.254], [1.205, 1.137, 1.176], [0.997, 2.487, 1.350], [-0.244, 3.126, 1.353], [-0.270, 4.616, 1.435], [0.205, 5.292, 2.556], [0.190, 6.678, 2.603], [-0.297, 7.407, 1.526], [-0.784, 6.743, 0.408], [-0.773, 5.356, 0.365], [-1.479, 2.469, 1.314], [-2.742, 3.105, 1.581], [-3.675, 2.125, 1.649], [-2.992, 0.883, 1.414], [-1.664, 1.113, 1.191], [2.265, 3.143, 1.494], [3.223, 2.182, 1.448], [1.227, -1.740, 0.857], [-0.207, -5.213, 0.411], [0.200, -6.063, 1.438], [0.181, -7.439, 1.262], [-0.245, -7.981, 0.056], [-0.659, -7.141, -0.968], [-0.643, -5.763, -0.790], [-8.872, -0.505, 2.472], [-7.246, -0.603, 4.333], [-4.821, -0.550, 3.862], [-5.639, -0.298, -0.328], [-8.064, -0.349, 0.138], [-4.643, -3.031, 1.538], [-2.786, -4.872, 0.974], [2.474, -4.817, 0.618], [4.324, -2.943, 1.045], [5.028, -0.897, -0.740], [7.490, -0.864, -0.553], [8.560, -0.304, 1.609], [7.154, 0.208, 3.579], [4.691, 0.192, 3.381], [0.565, 4.725, 3.407], [0.552, 7.190, 3.485], [-0.301, 8.489, 1.561], [-1.176, 7.304, -0.430], [-1.157, 4.835, -0.507], [-2.884, 4.159, 1.749], [-4.725, 2.221, 1.870], [2.410, 4.202, 1.626], [4.288, 2.311, 1.548], [0.522, -5.639, 2.382], [0.492, -8.088, 2.070], [-0.256, -9.054, -0.084], [-0.996, -7.556, -1.909], [-0.977, -5.113, -1.593], [-2.475, -0.283, -1.577], [-2.379, 0.683, -2.621], [-3.275, 0.761, -3.650], [-3.171, 1.755, -4.646], [-2.167, 2.673, -4.585], [-1.200, 2.596, -3.554], [-0.110, 3.495, -3.492], [0.837, 3.334, -2.529], [0.701, 2.258, -1.633], [-0.310, 1.423, -1.629], [-1.287, 1.586, -2.577], [-2.930, 0.123, -0.765], [-3.026, -1.086, -1.858], [-4.096, 0.054, -3.683], [-3.905, 1.795, -5.440], [-2.079, 3.458, -5.326], [-0.038, 4.289, -4.225], [1.691, 3.992, -2.445], [1.463, 2.090, -0.887], [-0.958, -2.473, -2.744], [-0.501, -2.004, -1.833], [5.177, 1.136, -3.455], [4.294, 0.160, -3.096], [3.228, 0.429, -2.217], [2.349, -0.493, -1.872], [2.539, -1.717, -2.385], [3.588, -1.979, -3.241], [4.468, -1.051, -3.612], [5.223, 1.997, -2.944], [5.980, 0.858, -3.991], [3.140, 1.416, -1.780], [1.869, -2.514, -2.080], [3.731, -2.976, -3.642]]}

---

(2)
{"formula": "C58H44CrNOP2S2", "method": "wB97M-V/def2-TZVPD", "charge": 2, "multiplicity": 4, "s_squared": 3.881, "gap_ev": [6.11, 7.17], "lumo_energy_ev": [-6.22, -5.36], "energy_ev": -133056.9030, "elements": ["Cr", "O", "S", "C", "C", "C", "C", "C", "C", "C", "C", "C", "C", "P", "C", "C", "C", "C", "C", "C", "C", "C", "C", "C", "C", "C", "C", "C", "C", "C", "C", "C", "C", "C", "C", "C", "C", "C", "P", "C", "C", "C", "C", "C", "C", "C", "C", "C", "C", "C", "C", "C", "C", "H", "H", "H", "H", "H", "H", "H", "H", "H", "H", "H", "H", "H", "H", "H", "H", "H", "H", "H", "H", "H", "H", "H", "H", "H", "H", "H", "H", "H", "H", "H", "H", "H", "H", "H", "H", "C", "C", "C", "C", "C", "C", "C", "C", "C", "S", "C", "N", "H", "H", "H", "H", "H", "H", "H", "H"], "positions_angstrom": [[-0.516, -0.952, -0.848], [-0.494, 1.280, -2.146], [-0.486, 1.382, -0.681], [0.671, 2.701, -0.280], [0.226, 3.921, 0.175], [1.080, 5.014, 0.369], [2.414, 4.843, 0.116], [3.566, 5.792, 0.182], [4.808, 4.940, -0.167], [4.271, 3.575, -0.451], [4.887, 2.411, -0.829], [4.092, 1.281, -1.046], [2.711, 1.259, -0.898], [1.866, -0.318, -1.301], [3.265, -1.496, -1.204], [3.892, -1.985, -2.345], [4.940, -2.881, -2.224], [5.363, -3.299, -0.974], [4.730, -2.826, 0.165], [3.684, -1.934, 0.050], [1.598, -0.170, -3.103], [2.296, 0.733, -3.897], [2.060, 0.783, -5.260], [1.119, -0.052, -5.837], [0.408, -0.948, -5.051], [0.648, -1.005, -3.691], [2.047, 2.453, -0.497], [2.875, 3.573, -0.281], [-2.054, 2.071, -0.189], [-2.561, 3.129, -0.914], [-3.786, 3.728, -0.600], [-4.516, 3.197, 0.434], [-5.834, 3.585, 1.020], [-6.136, 2.501, 2.083], [-4.950, 1.590, 2.063], [-4.650, 0.449, 2.760], [-3.415, -0.175, 2.531], [-2.475, 0.305, 1.634], [-0.871, -0.538, 1.470], [-0.865, -1.886, 2.691], [-0.512, -1.655, 4.020], [-0.517, -2.704, 4.922], [-0.866, -3.980, 4.510], [-1.222, -4.214, 3.190], [-1.220, -3.171, 2.282], [0.241, 0.726, 2.202], [-0.247, 1.920, 2.727], [0.631, 2.871, 3.219], [1.995, 2.636, 3.209], [2.487, 1.432, 2.730], [1.613, 0.486, 2.227], [-2.788, 1.460, 0.853], [-4.029, 2.064, 1.111], [-0.824, 4.067, 0.373], [0.676, 5.959, 0.693], [3.652, 6.242, 1.172], [3.424, 6.608, -0.530], [5.515, 4.903, 0.664], [5.349, 5.335, -1.030], [5.955, 2.349, -0.970], [4.598, 0.380, -1.359], [3.588, -1.636, -3.322], [5.429, -3.252, -3.109], [6.189, -3.982, -0.879], [5.046, -3.159, 1.140], [3.197, -1.561, 0.939], [3.024, 1.397, -3.456], [2.611, 1.483, -5.871], [0.931, -0.007, -6.899], [-0.328, -1.600, -5.500], [0.087, -1.717, -3.075], [-1.984, 3.494, -1.751], [-4.134, 4.574, -1.168], [-6.607, 3.633, 0.253], [-5.764, 4.577, 1.470], [-7.050, 1.953, 1.852], [-6.265, 2.932, 3.077], [-5.337, 0.030, 3.479], [-3.184, -1.070, 3.092], [-0.238, -0.661, 4.343], [-0.245, -2.524, 5.951], [-0.865, -4.794, 5.217], [-1.498, -5.207, 2.870], [-1.503, -3.343, 1.253], [-1.309, 2.106, 2.770], [0.240, 3.796, 3.614], [2.672, 3.382, 3.593], [3.547, 1.233, 2.754], [1.978, -0.468, 1.873], [1.233, -3.824, -1.027], [-0.227, -4.081, -1.141], [-0.669, -5.411, -1.229], [-2.007, -5.689, -1.244], [-2.924, -4.620, -1.217], [-4.319, -4.821, -1.196], [-5.181, -3.755, -1.207], [-4.681, -2.456, -1.267], [-3.319, -2.224, -1.267], [-2.713, -0.611, -1.422], [-2.401, -3.297, -1.205], [-1.057, -3.037, -1.128], [1.777, -4.749, -0.852], [1.425, -3.143, -0.196], [1.617, -3.379, -1.948], [0.065, -6.201, -1.254], [-2.377, -6.703, -1.273], [-4.691, -5.832, -1.166], [-6.247, -3.913, -1.190], [-5.349, -1.612, -1.319]]}

---

- What is the charge in the second record?
  +2

---

- What is the formula in the first record?
  C58H41InN9O

---

- What is the charge in the first record?
  +1